(1)
Below is a structure of composition C27H32BF5N6OPRbS2Te at a distorted geometry, with properties calculated with ωB97M-V/def2-TZVPD.

Last column: Löwdin charge in e.
CARTESIAN COORDINATES (ANGSTROEM)
Te1 3.41 -0.02 2.57  1.71
Rb1 0.50 0.34 0.56  0.82
S1 -3.71 -2.05 5.17  0.10
S2 -1.11 -0.95 3.18  0.19
P1 -1.85 -1.37 4.97  -0.02
F1 2.50 -1.44 1.71  -0.45
F2 4.47 -1.43 3.24  -0.39
F3 4.61 1.07 3.52  -0.40
F4 4.67 -0.07 1.17  -0.39
F5 2.45 -0.30 4.15  -0.38
O1 2.40 1.27 1.91  -0.77
N1 0.10 2.54 -1.73  -0.01
N2 -2.38 1.25 -0.43  0.10
N3 -2.39 2.10 -1.49  0.00
N4 1.24 1.81 -1.80  0.03
N5 -1.02 0.81 -3.21  0.01
N6 -0.68 -0.32 -2.54  0.11
C1 -1.04 -0.81 -4.70  -0.01
C2 -0.22 -4.03 7.64  -0.11
C3 -0.16 1.86 6.82  -0.09
C4 -0.68 -1.30 -3.42  -0.37
C5 -3.95 0.52 1.32  -0.05
C6 -0.39 0.77 6.00  -0.09
C7 -1.64 1.57 -5.52  -0.04
C8 -0.33 -2.69 -3.02  -0.04
C9 2.18 2.51 -1.19  -0.41
C10 -3.58 1.34 0.13  -0.35
C11 0.60 -2.74 5.33  -0.11
C12 -2.37 1.65 7.73  -0.11
C13 1.07 -4.22 7.16  -0.12
C14 -1.15 2.30 7.69  -0.12
C15 -1.61 0.10 6.05  -0.36
C16 -0.75 4.71 -0.84  -0.02
C17 -3.93 3.71 -2.66  -0.04
C18 3.58 2.00 -1.10  -0.05
C19 1.48 -3.57 6.00  -0.09
C20 -3.59 2.71 -1.60  -0.31
C21 1.66 3.72 -0.70  0.00
C22 0.33 3.70 -1.07  -0.29
C23 -2.60 0.54 6.91  -0.12
C24 -1.25 0.54 -4.51  -0.29
C25 -0.69 -2.54 5.81  -0.36
C26 -4.38 2.26 -0.57  -0.01
C27 -1.09 -3.20 6.97  -0.12
B1 -1.20 2.15 -2.48  -0.53
H1 2.16 4.48 -0.12  0.10
H2 -0.97 3.17 8.32  0.09
H3 -1.56 4.29 -0.24  0.08
H4 -3.35 4.62 -2.57  0.06
H5 4.24 2.56 -1.76  0.07
H6 -5.40 2.54 -0.36  0.09
H7 0.37 0.44 5.31  0.08
H8 -0.34 5.57 -0.31  0.08
H9 -0.31 -3.35 -3.89  0.06
H10 -3.19 -0.23 1.54  0.00
H11 0.79 2.37 6.77  0.10
H12 -3.15 1.99 8.40  0.09
H13 -0.92 2.39 -5.57  0.08
H14 -2.62 2.01 -5.28  0.06
H15 3.96 2.08 -0.08  0.05
H16 -1.45 3.00 -3.30  0.11
H17 -1.18 5.05 -1.78  0.07
H18 -2.11 -3.06 7.32  0.07
H19 -1.05 -3.09 -2.30  0.07
H20 -3.76 3.31 -3.66  0.06
H21 -4.06 1.13 2.22  0.08
H22 -3.54 0.01 6.93  0.05
H23 -4.90 0.01 1.15  0.07
H24 3.62 0.95 -1.39  0.08
H25 -1.71 1.11 -6.50  0.07
H26 1.76 -4.88 7.69  0.09
H27 -4.99 3.97 -2.58  0.07
H28 0.65 -2.72 -2.55  0.07
H29 -1.12 -1.36 -5.62  0.09
H30 0.91 -2.22 4.43  0.05
H31 2.48 -3.71 5.62  0.10
H32 -0.54 -4.54 8.54  0.09

Calculated values
- Max |F|: 1.69 eV/A
- Energy above the lowest of the compared OMol25 structures with the same formula, charge and spin: 12.76 kcal per mole
- HOMO-LUMO gap: 0.2426 Ha
- E: -3406.20744 hartree
- Net charge: -2
- LUMO: 3.9 eV
- 2S+1: 1
- E_HOMO: -2.7 eV

(2)
Below is a structure of composition C22H39AlBrCa2ClF9IN5O15P2S4 at a distorted geometry, with properties calculated with ωB97M-V/def2-TZVPD.

Last column: Löwdin charge in e.
CARTESIAN COORDINATES (ANGSTROEM)
I1 2.81 -0.12 3.36  1.10
Br1 3.14 -6.01 1.39  -0.04
Ca1 8.88 -3.52 1.52  1.51
Ca2 1.20 0.76 -2.24  1.64
Cl1 3.73 -1.89 -6.95  -0.35
S1 -6.87 8.38 1.25  0.56
S2 -3.59 -7.09 -0.66  0.45
S3 4.11 -0.85 -4.32  0.84
S4 -7.94 10.03 3.12  0.58
P1 1.11 -2.02 -3.86  0.88
P2 -4.02 0.81 -0.09  -0.11
Al1 1.91 -6.42 3.53  0.38
F1 -8.67 7.62 -0.53  0.14
F2 -6.21 -7.32 -0.67  0.13
F3 -7.36 9.19 -1.21  0.15
F4 -9.60 11.80 4.05  0.14
F5 -9.16 12.04 1.95  0.13
F6 -5.17 -8.99 0.24  0.12
F7 -6.61 7.16 -1.05  0.09
F8 -10.48 10.46 2.60  0.13
F9 -5.19 -8.76 -1.92  0.12
O1 3.26 -0.91 7.06  -0.03
O2 0.78 -0.91 -5.06  -0.25
O3 -6.99 7.08 1.87  -0.33
O4 -2.99 0.65 -1.20  -0.24
O5 -5.52 8.86 1.11  -0.30
O6 -8.32 9.09 4.14  -0.28
O7 -6.82 10.88 3.41  -0.28
O8 -5.06 -0.30 -0.19  -0.07
O9 4.18 1.03 6.94  -0.02
O10 -2.52 -8.06 -0.77  -0.31
O11 -3.67 -6.18 -1.78  -0.31
O12 -3.68 -6.45 0.64  -0.31
O13 -4.72 2.15 -0.18  -0.21
O14 -3.27 0.67 1.23  -0.18
O15 2.07 0.86 7.32  0.03
N1 3.16 0.33 7.13  -0.66
N2 2.22 -3.05 -4.51  -0.19
N3 2.45 -0.58 -0.12  0.14
N4 -7.95 9.43 1.64  -0.29
N5 -5.11 4.79 1.02  0.32
C1 3.48 1.24 1.85  -0.72
C2 2.32 2.05 1.22  -0.13
C3 4.79 -3.40 0.29  -0.12
C4 7.18 -3.02 -0.34  -0.28
C5 -1.29 -3.30 -1.68  -0.21
C6 -2.44 -2.83 -0.79  -0.23
C7 5.70 0.25 -1.82  -0.12
C8 4.27 -0.17 -1.57  -0.17
C9 -5.13 -8.10 -0.76  -0.68
C10 0.30 -1.58 -0.64  -0.11
C11 1.67 -1.11 -1.07  -0.36
C12 -2.50 -3.66 0.51  -0.08
C13 -7.42 8.09 -0.48  -0.68
C14 2.19 -1.19 -2.46  -0.46
C15 -9.38 11.15 2.92  -0.69
C16 6.24 -3.63 0.74  -0.30
C17 6.55 -1.06 -1.87  -0.14
C18 3.51 -0.71 -2.67  -0.56
C19 7.06 -1.48 -0.47  -0.17
C20 3.71 -0.10 -0.33  -0.21
C21 4.38 0.43 0.89  -0.21
C22 0.07 -3.09 -0.98  -0.18
H1 -5.62 5.41 0.38  0.12
H2 -2.04 -3.10 1.34  0.07
H3 -1.44 -4.36 -1.91  0.12
H4 -2.35 -1.77 -0.57  0.06
H5 4.71 -0.45 1.45  0.06
H6 -0.52 -0.95 -1.02  0.11
H7 4.70 0.36 -4.38  -0.06
H8 -3.36 -2.99 -1.36  0.12
H9 8.06 -1.04 -0.35  0.11
H10 2.46 2.22 0.14  0.06
H11 -5.55 4.86 1.94  0.15
H12 6.36 -4.72 0.80  0.11
H13 0.25 -1.49 0.45  0.14
H14 6.40 -1.08 0.29  0.09
H15 2.29 3.03 1.67  0.10
H16 2.08 -0.56 0.84  0.08
H17 6.97 -3.52 -1.29  0.14
H18 -1.30 -2.75 -2.62  0.07
H19 6.39 -3.22 1.76  0.09
H20 4.10 -4.15 0.72  -0.11
H21 5.27 1.00 0.66  0.12
H22 1.36 1.58 1.43  0.06
H23 0.87 0.03 -4.87  0.03
H24 -5.14 3.82 0.69  0.08
H25 6.09 0.91 -1.05  0.11
H26 2.36 -2.86 -5.55  -0.06
H27 5.89 -1.85 -2.23  0.09
H28 4.72 -3.37 -0.80  0.09
H29 -3.51 -3.94 0.76  0.08
H30 7.36 -0.98 -2.60  0.13
H31 -1.89 -4.56 0.36  0.06
H32 5.81 0.79 -2.75  0.10
H33 1.84 -3.99 -4.39  0.07
H34 0.07 -3.65 -0.05  0.11
H35 0.87 -3.46 -1.62  0.08
H36 8.23 -3.28 -0.11  -0.06
H37 4.46 -2.42 0.66  0.05
H38 4.12 1.96 2.34  0.09
H39 -4.14 5.10 1.09  0.15

Calculated values
- Max |F|: 4.16 eV/A
- HOMO-LUMO gap: 0.0406 Ha
- E: -10366.94800 hartree
- Net charge: +1
- LUMO: -8.4 eV
- 2S+1: 1
- E_HOMO: -9.5 eV

(3)
Below is a structure of composition C23H43N2OP3SeTi at a distorted geometry, with properties calculated with ωB97M-V/def2-TZVPD.

Last column: Löwdin charge in e.
CARTESIAN COORDINATES (ANGSTROEM)
Se1 0.29 1.31 -2.75  0.97
Ti1 -0.14 -0.40 -0.06  0.50
P1 0.27 1.57 1.32  0.75
P2 -2.45 0.39 -0.33  0.73
P3 2.36 -0.44 -0.33  0.74
O1 1.63 -0.49 4.38  0.04
N1 -0.73 -1.89 1.30  -0.07
N2 1.14 -2.20 5.77  0.21
C1 -0.20 -0.74 -4.77  -0.13
C2 3.43 -1.15 0.96  -0.21
C3 -1.70 -3.52 2.79  0.04
C4 0.40 -0.57 -7.10  -0.03
C5 -2.86 2.10 -0.84  -0.22
C6 -0.99 1.87 2.63  -0.21
C7 3.17 1.12 -0.87  -0.24
C8 -3.02 -0.63 -1.74  -0.22
C9 0.72 1.34 -5.65  -0.10
C10 0.81 0.75 -6.91  -0.04
C11 0.28 0.58 -4.54  -0.52
C12 -1.62 -2.87 1.55  -0.07
C13 0.21 -2.21 3.50  -0.06
C14 1.74 1.74 2.40  -0.23
C15 1.07 -1.58 4.55  -0.43
C16 -0.77 -4.49 -6.71  -0.08
C17 0.21 -1.60 2.24  -0.10
C18 0.35 3.20 0.49  -0.21
C19 -0.78 -3.17 3.80  0.08
C20 -3.63 0.02 1.01  -0.21
C21 2.60 -1.58 -1.74  -0.23
C22 -0.14 -1.29 -6.04  -0.06
C23 -0.69 -4.73 -5.39  -0.09
H1 -2.39 2.32 -1.81  0.03
H2 1.19 1.32 -7.76  0.13
H3 -0.63 2.73 3.23  0.08
H4 1.82 -1.80 6.41  0.14
H5 -2.42 -0.40 -2.64  0.03
H6 -0.22 -5.08 -7.46  0.07
H7 0.95 -3.20 5.83  0.12
H8 0.03 -5.46 -5.00  0.05
H9 2.69 1.80 1.85  0.04
H10 -2.88 -1.69 -1.49  0.05
H11 1.59 2.67 2.97  0.08
H12 -2.28 -3.17 0.73  0.14
H13 -0.55 3.39 -0.09  0.03
H14 3.35 -0.58 1.89  0.04
H15 2.03 -1.23 -2.62  0.03
H16 -1.98 2.11 2.20  0.04
H17 0.49 -1.05 -8.08  0.13
H18 -1.44 -3.72 -7.14  0.06
H19 -3.96 2.18 -0.92  0.08
H20 4.47 -1.16 0.61  0.08
H21 -0.52 -2.31 -6.16  0.05
H22 3.10 -2.17 1.18  0.06
H23 1.02 -0.91 1.91  0.04
H24 -4.63 0.35 0.70  0.08
H25 0.46 3.96 1.28  0.08
H26 1.79 0.92 3.12  0.02
H27 -4.09 -0.43 -1.93  0.09
H28 3.67 -1.65 -1.99  0.08
H29 -2.45 -4.29 2.96  0.14
H30 -0.61 -1.36 -3.96  0.08
H31 -1.08 1.00 3.30  0.06
H32 -3.34 0.52 1.93  0.04
H33 -0.06 -0.08 -2.13  -0.15
H34 -2.49 2.83 -0.10  0.04
H35 0.98 2.40 -5.52  0.12
H36 -3.64 -1.06 1.20  0.04
H37 3.14 1.89 -0.08  0.03
H38 4.22 0.89 -1.11  0.08
H39 -0.88 -3.57 4.81  0.14
H40 1.21 3.24 -0.19  0.05
H41 2.23 -2.57 -1.46  0.06
H42 -1.38 -4.29 -4.63  0.05
H43 2.66 1.51 -1.76  -0.02

Calculated values
- Max |F|: 2.79 eV/A
- HOMO-LUMO gap (alpha / beta): 0.1858 / 0.1961 Ha
- E: -5360.92838 hartree
- Net charge: +3
- ⟨S²⟩: 0.7560
- LUMO (alpha / beta): -10.7 / -10.4 eV
- 2S+1: 2
- E_HOMO (alpha / beta): -15.7 / -15.7 eV

(4)
Below is a structure of composition C14H19InN9S3 at a distorted geometry, with properties calculated with ωB97M-V/def2-TZVPD.

Last column: natural (NBO) charge in e.
CARTESIAN COORDINATES (ANGSTROEM)
In1 -0.02 0.37 -0.25  1.46
S1 -4.26 2.62 -1.53  0.62
S2 0.04 0.22 -2.87  -0.08
S3 -0.13 2.27 1.50  -0.10
N1 1.86 -0.97 0.56  -0.50
N2 -2.03 1.55 -0.93  -0.56
N3 0.36 2.65 4.13  -0.30
N4 0.01 -1.97 -0.96  -0.33
N5 -1.37 -1.55 -4.18  -0.71
N6 0.50 2.00 5.29  -0.18
N7 -0.10 -0.62 2.99  -0.63
N8 -0.76 -2.20 -2.05  -0.43
N9 0.12 0.56 3.69  -0.20
C1 -2.82 3.41 -1.98  -0.40
C2 0.69 -4.30 -0.73  -0.71
C3 -1.73 2.71 -1.58  -0.08
C4 2.93 -0.39 1.09  0.07
C5 0.13 1.80 3.12  0.24
C6 0.73 -2.86 -0.37  0.34
C7 -0.76 -1.27 -3.04  0.33
C8 -3.33 1.38 -0.83  -0.15
C9 3.96 -1.12 1.67  -0.19
C10 0.37 0.74 5.05  0.37
C11 3.81 -2.49 1.77  -0.11
C12 0.49 -0.35 6.02  -0.69
C13 2.70 -3.10 1.19  -0.18
C14 1.76 -2.31 0.53  0.12
H1 -1.06 -0.95 3.15  0.40
H2 -2.84 4.34 -2.52  0.29
H3 -0.26 -1.13 5.87  0.25
H4 0.40 3.66 4.11  0.47
H5 2.96 0.69 1.04  0.23
H6 4.55 -3.10 2.27  0.27
H7 1.28 -4.92 -0.07  0.27
H8 1.49 -0.80 5.96  0.26
H9 -0.70 3.00 -1.73  0.23
H10 -0.33 -4.68 -0.73  0.26
H11 -1.05 -3.16 -2.27  0.42
H12 -1.35 -0.88 -4.94  0.46
H13 2.60 -4.17 1.23  0.25
H14 -1.83 -2.43 -4.36  0.43
H15 4.85 -0.62 2.03  0.27
H16 0.52 -1.34 3.37  0.40
H17 1.09 -4.44 -1.74  0.28
H18 -3.77 0.53 -0.34  0.24
H19 0.38 0.05 7.02  0.30

Calculated values
- Max |F|: 1.42 eV/A
- HOMO-LUMO gap: 0.2771 Ha
- E: -2421.45744 hartree
- Net charge: +3
- LUMO: -10.2 eV
- 2S+1: 1
- E_HOMO: -17.8 eV

(5)
Below is a structure of composition C36H31Cl3CoN7OS3 at a distorted geometry, with properties calculated with ωB97M-V/def2-TZVPD.

Last column: Löwdin charge in e.
CARTESIAN COORDINATES (ANGSTROEM)
Co1 -0.19 2.26 -1.59  0.32
Cl1 -7.08 -2.53 -1.54  0.79
Cl2 -9.26 2.00 0.22  0.75
Cl3 -6.36 -2.78 4.04  0.72
S1 1.57 1.55 -2.89  0.73
S2 0.95 2.47 0.39  0.77
S3 -4.23 -0.87 4.89  1.03
O1 -4.83 -3.08 0.70  -0.10
N1 3.42 1.55 0.66  -0.09
N2 -3.38 -0.30 -1.28  -0.02
N3 0.47 5.45 -4.41  0.22
N4 3.28 -0.03 -1.59  -0.06
N5 -1.93 1.32 -1.44  -0.07
N6 -0.92 4.08 -2.83  0.19
N7 2.83 6.07 -4.63  0.25
C1 -2.71 -1.65 3.01  -0.17
C2 -4.05 -3.59 1.83  -0.08
C3 -8.07 -0.25 -0.53  -0.11
C4 3.33 -0.96 -2.74  -0.10
C5 6.55 -0.08 -4.52  -0.05
C6 2.38 1.69 -0.15  -0.56
C7 -3.17 1.82 -1.73  -0.11
C8 -0.21 4.81 -3.53  -0.19
C9 -5.96 -0.97 0.41  -0.19
C10 -3.93 -1.61 -1.01  -0.05
C11 7.26 -1.29 -4.40  -0.05
C12 2.49 0.98 -1.53  -0.59
C13 4.39 1.02 3.97  -0.05
C14 6.67 -2.40 -3.86  -0.05
C15 5.41 -2.29 -3.23  -0.03
C16 2.19 -0.59 4.38  -0.08
C17 -4.09 0.85 -1.64  0.02
C18 3.28 -0.68 5.20  -0.07
C19 5.31 0.02 -3.97  -0.04
C20 -2.11 0.04 -1.12  -0.12
C21 1.79 5.74 -4.39  -0.24
C22 4.63 0.84 0.26  -0.06
C23 3.33 1.10 3.07  -0.22
C24 4.17 -0.41 -0.46  -0.04
C25 4.69 -1.11 -3.37  -0.23
C26 -4.78 -2.15 3.86  -0.97
C27 -7.04 -1.19 -0.48  -0.60
C28 -4.65 -1.74 0.33  -0.32
C29 -6.99 1.04 1.23  -0.08
C30 -2.77 -0.77 4.04  -0.45
C31 -8.03 0.85 0.34  -0.71
C32 -3.90 -2.49 2.89  -0.33
C33 2.18 0.31 3.29  -0.02
C34 4.40 0.14 5.02  -0.05
C35 -5.97 0.08 1.30  -0.03
C36 3.43 2.12 1.99  -0.14
H1 -5.20 0.15 2.06  0.11
H2 1.34 0.39 2.56  0.11
H3 5.13 1.45 -0.46  0.14
H4 -1.97 -0.14 4.43  0.07
H5 5.25 0.70 1.14  0.15
H6 2.98 -1.92 -2.39  0.14
H7 5.02 -0.98 -0.90  0.15
H8 2.56 -0.63 -3.47  0.09
H9 -8.91 -0.33 -1.21  0.11
H10 -4.08 -1.22 1.14  0.12
H11 -6.95 1.88 1.94  0.12
H12 1.33 -1.20 4.50  0.10
H13 -1.80 -1.83 2.40  0.12
H14 -4.62 -4.45 2.22  0.13
H15 8.25 -1.29 -4.82  0.11
H16 -3.07 -2.24 -1.01  0.13
H17 5.01 -3.15 -2.70  0.12
H18 3.23 -1.33 6.07  0.12
H19 5.20 0.14 5.79  0.13
H20 -5.16 0.81 -1.81  0.14
H21 -3.30 2.86 -1.98  0.10
H22 7.04 0.71 -5.02  0.11
H23 5.24 1.69 3.86  0.12
H24 -1.28 -0.58 -0.86  0.14
H25 3.60 -1.10 0.19  0.16
H26 4.76 0.94 -4.04  0.10
H27 4.42 2.59 2.05  0.14
H28 7.24 -3.32 -3.85  0.12
H29 -3.10 -3.97 1.51  0.11
H30 -4.59 -1.94 -1.87  0.13
H31 2.65 2.93 2.09  0.11

Calculated values
- Max |F|: 7.57 eV/A
- Energy above the lowest of the compared OMol25 structures with the same formula, charge and spin: 9.62 kcal per mole
- HOMO-LUMO gap (alpha / beta): 0.2055 / 0.1165 Ha
- E: -5806.26796 hartree
- Net charge: +2
- ⟨S²⟩: 6.0488
- LUMO (alpha / beta): -7.0 / -9.4 eV
- 2S+1: 5
- E_HOMO (alpha / beta): -12.6 / -12.6 eV